99
Properties=species:S:1:pos:R:3:lowdin_spin:R:1 method="wB97M-V/def2-TZVPD" charge=0 total_energy_ha=-5698.6039 gap_ev="5.12 / 5.27" multiplicity=2
Mn 0.784 -0.028 -1.694 0.947
N -2.326 -2.433 -4.933 -0.001
C -1.704 -1.335 -4.416 0.001
N -0.546 -1.340 -3.870 0.014
C 0.142 -2.536 -3.783 -0.003
N 1.340 -2.563 -3.267 0.005
N 1.810 -1.485 -2.681 -0.002
C 3.139 -1.422 -2.571 0.011
C 3.744 -0.309 -1.978 -0.004
C 5.148 -0.165 -1.880 0.004
C 5.676 0.952 -1.299 -0.003
C 4.806 1.940 -0.815 0.005
C 3.448 1.746 -0.958 -0.003
N 2.902 0.668 -1.510 0.001
C -0.433 -3.749 -4.314 0.000
C 0.219 -4.979 -4.255 -0.001
C -0.368 -6.100 -4.807 0.000
C -1.615 -6.017 -5.409 -0.001
C -2.287 -4.804 -5.465 0.000
C -1.701 -3.675 -4.916 -0.001
H -3.245 -2.355 -5.341 0.000
H -2.244 -0.402 -4.475 0.000
H 3.724 -2.231 -2.993 0.000
H 5.776 -0.948 -2.278 0.000
H 6.745 1.077 -1.219 0.000
H 5.180 2.843 -0.361 0.000
H 2.765 2.516 -0.620 0.000
H 1.180 -5.020 -3.770 0.000
H 0.148 -7.046 -4.765 0.000
H -2.071 -6.898 -5.833 0.000
H -3.263 -4.742 -5.923 0.000
C -0.487 5.923 4.561 0.000
C -0.517 4.660 3.753 0.000
C -1.689 4.219 3.157 0.000
C -1.720 3.060 2.397 0.000
C -3.001 2.657 1.723 0.000
C -0.553 2.304 2.229 -0.001
As -0.704 0.666 1.074 0.002
N 0.358 1.153 -0.327 0.021
C 0.287 2.288 -1.068 0.007
C 0.007 3.568 -0.557 0.005
C 0.041 4.685 -1.364 0.000
C 0.347 4.577 -2.710 0.006
C 0.607 3.322 -3.246 -0.001
C 0.589 2.194 -2.455 -0.003
C 0.336 -0.551 2.287 0.002
C 1.415 -1.373 1.953 0.001
C 1.879 -1.618 0.554 0.002
C 2.088 -2.086 2.944 0.000
C 1.714 -2.025 4.272 0.000
C 2.459 -2.762 5.342 0.000
C 0.575 -1.296 4.580 0.000
C -0.131 -0.597 3.614 0.000
C -1.403 0.080 4.046 0.000
C 0.637 2.750 2.809 0.000
C 1.930 2.017 2.621 0.000
C 0.637 3.914 3.569 0.000
H -1.492 6.313 4.699 0.000
H 0.117 6.679 4.057 0.000
H -0.046 5.736 5.540 0.000
H -2.597 4.794 3.277 0.000
H -3.771 3.405 1.896 0.000
H -3.348 1.693 2.105 0.000
H -2.846 2.556 0.646 0.000
H -0.234 3.677 0.488 0.000
H -0.173 5.652 -0.930 0.000
H 0.364 5.453 -3.340 0.000
H 0.812 3.224 -4.303 0.000
H 0.755 1.201 -2.939 -0.002
H 1.485 -0.858 -0.171 0.000
H 1.507 -2.597 0.234 0.000
H 2.967 -1.626 0.504 0.000
H 2.920 -2.714 2.658 0.000
H 3.401 -3.146 4.961 0.000
H 1.861 -3.600 5.701 0.000
H 2.664 -2.109 6.190 0.000
H 0.219 -1.283 5.601 0.000
H -1.826 -0.450 4.898 0.000
H -2.126 0.068 3.223 0.000
H -1.228 1.117 4.344 0.000
H 2.007 1.598 1.617 0.000
H 1.999 1.196 3.336 0.000
H 2.775 2.683 2.785 0.000
H 1.565 4.248 4.015 0.000
O -1.600 0.529 -2.025 -0.010
C -1.781 -0.494 -1.365 0.000
N -0.783 -1.355 -1.065 0.001
C -1.293 -2.454 -0.409 0.001
O -0.679 -3.458 -0.119 -0.001
C -2.750 -2.184 -0.154 0.000
C -3.716 -2.852 0.568 0.000
C -4.986 -2.283 0.634 0.000
C -5.289 -1.102 -0.027 0.000
C -4.316 -0.428 -0.757 0.000
C -3.052 -0.978 -0.787 0.000
H -3.491 -3.775 1.077 0.000
H -5.755 -2.766 1.219 0.000
H -6.289 -0.696 0.039 0.000
H -4.526 0.492 -1.281 0.000

105
Properties=species:S:1:pos:R:3:lowdin_charge:R:1 method="wB97M-V/def2-TZVPD" charge=+1 total_energy_ha=-7916.5249 gap_ev=6.95
Bi -0.342 1.463 1.222 1.648
O 4.041 0.145 3.441 0.109
C 2.797 0.612 3.547 -0.511
O 2.520 1.777 3.565 0.070
C 1.767 -0.466 3.685 -0.157
C 2.073 -1.783 4.028 0.036
C 1.026 -2.671 4.222 -0.018
C -0.280 -2.212 4.115 0.024
C -0.482 -0.876 3.772 -0.203
N 0.521 -0.042 3.541 0.113
C -1.824 -0.256 3.595 -0.460
O -2.867 -0.850 4.142 0.179
O -1.989 0.761 2.946 -0.047
H 4.657 0.894 3.363 0.134
H 3.100 -2.088 4.145 0.129
H 1.220 -3.705 4.465 0.125
H -1.105 -2.889 4.277 0.121
H -2.647 -1.609 4.703 0.128
C -2.083 5.556 1.025 -0.191
Ge -3.087 3.850 1.188 0.795
C -4.754 3.965 0.104 -0.214
C -3.527 3.504 3.077 -0.210
C -2.184 2.305 0.325 -0.494
H -2.796 6.376 1.017 0.024
H -1.503 5.602 0.111 0.016
H -1.408 5.701 1.861 0.005
H -5.409 4.750 0.471 0.015
H -5.293 3.023 0.152 0.009
H -4.538 4.184 -0.938 0.016
H -4.029 4.366 3.505 0.024
H -2.630 3.312 3.651 -0.042
H -4.183 2.648 3.180 0.017
H -1.952 2.552 -0.706 -0.009
H -2.904 1.495 0.315 -0.027
S 3.511 1.935 0.593 0.742
C 5.143 1.898 0.367 -0.812
N 5.693 0.919 -0.455 0.069
C 7.016 0.844 -0.684 -0.061
C 7.851 1.752 -0.101 -0.035
C 7.246 2.725 0.733 -0.102
N 5.970 2.778 0.956 0.067
H 5.040 0.266 -0.874 0.137
H 7.367 0.055 -1.333 0.135
H 8.914 1.726 -0.257 0.106
H 7.842 3.479 1.230 0.121
Cl -0.086 3.082 4.536 0.764
C 0.515 3.980 3.220 -0.728
C 0.422 3.455 1.946 -0.447
C 0.965 4.160 0.891 -0.775
Cl 0.875 3.363 -0.631 0.671
C 1.529 5.415 1.043 -0.713
Cl 2.133 6.289 -0.297 0.722
C 1.583 5.956 2.333 -0.696
Cl 2.216 7.527 2.562 0.721
C 1.112 5.226 3.428 -0.698
Cl 1.274 5.864 5.008 0.719
C 0.296 -1.145 -2.801 -0.499
P 0.015 -0.392 -1.129 0.925
C -1.755 -0.735 -0.830 -0.430
C -2.670 -0.278 -1.777 -0.126
C -4.028 -0.343 -1.539 -0.078
C -4.497 -0.863 -0.344 -0.068
C -3.598 -1.281 0.622 -0.068
C -2.236 -1.198 0.392 -0.153
C 0.955 -1.613 -0.127 -0.423
C 2.288 -1.286 0.111 -0.143
C 3.128 -2.167 0.768 -0.083
C 2.639 -3.386 1.207 -0.089
C 1.308 -3.708 0.994 -0.079
C 0.470 -2.840 0.313 -0.136
P 0.269 -3.023 -2.897 1.062
C -1.538 -3.314 -2.715 -0.401
C -1.978 -4.189 -1.729 -0.119
C -3.331 -4.406 -1.539 -0.074
C -4.254 -3.779 -2.357 -0.077
C -3.818 -2.952 -3.380 -0.082
C -2.469 -2.716 -3.556 -0.107
C 0.338 -3.205 -4.719 -0.406
C 0.865 -2.266 -5.598 -0.103
C 0.894 -2.526 -6.957 -0.083
C 0.416 -3.728 -7.451 -0.083
C -0.079 -4.683 -6.577 -0.076
C -0.113 -4.425 -5.221 -0.110
H 1.311 -0.839 -3.082 0.041
H -0.401 -0.698 -3.514 0.041
H -2.312 0.155 -2.698 0.110
H -4.718 0.036 -2.276 0.117
H -5.558 -0.936 -0.164 0.112
H -3.957 -1.650 1.573 0.107
H -1.541 -1.489 1.172 0.078
H 2.650 -0.322 -0.221 0.005
H 4.163 -1.903 0.936 0.105
H 3.297 -4.083 1.704 0.111
H 0.927 -4.660 1.335 0.110
H -0.555 -3.120 0.121 0.071
H -1.253 -4.717 -1.126 0.093
H -3.665 -5.074 -0.759 0.106
H -5.311 -3.948 -2.210 0.109
H -4.535 -2.491 -4.043 0.112
H -2.136 -2.075 -4.361 0.114
H 1.254 -1.325 -5.237 0.088
H 1.293 -1.784 -7.633 0.104
H 0.433 -3.921 -8.514 0.104
H -0.437 -5.629 -6.955 0.106
H -0.502 -5.167 -4.535 0.105

100
Properties=species:S:1:pos:R:3:lowdin_spin:R:1 method="wB97M-V/def2-TZVPD" charge=+1 total_energy_ha=-4415.5278 gap_ev="7.13 / 7.11" multiplicity=2
Mn 0.191 -0.510 -0.149 1.001
O -2.752 -2.722 1.499 0.014
C -2.042 -1.952 0.871 0.007
N -0.725 -1.748 0.986 0.011
C 0.021 -2.469 1.983 0.002
C 1.461 -2.043 1.897 0.001
C 2.448 -2.652 2.667 0.000
C 3.745 -2.195 2.594 0.000
C 4.042 -1.127 1.752 0.000
C 3.020 -0.588 1.006 -0.002
N 1.758 -1.035 1.063 -0.003
C -2.612 -1.060 -0.216 -0.001
C -3.936 -1.154 -0.595 0.000
C -4.394 -0.339 -1.617 0.000
C -3.513 0.539 -2.224 0.001
C -2.201 0.571 -1.788 0.000
N -1.751 -0.205 -0.801 -0.004
H -0.051 -3.557 1.865 0.001
H -0.351 -2.257 2.993 0.000
H 2.179 -3.474 3.317 0.000
H 4.523 -2.660 3.186 0.000
H 5.045 -0.734 1.664 0.000
H 3.196 0.239 0.329 0.000
H -4.566 -1.862 -0.074 0.000
H -5.428 -0.386 -1.934 0.000
H -3.830 1.201 -3.017 0.000
H -1.491 1.266 -2.219 0.000
O 0.664 2.123 -0.256 0.013
N 1.027 1.057 -1.079 0.004
C 1.190 1.431 -2.283 -0.013
C 1.405 0.504 -3.428 -0.001
C 1.851 1.136 -4.588 -0.002
C 2.112 0.412 -5.742 0.000
C 1.927 -0.961 -5.740 -0.002
C 1.473 -1.594 -4.592 -0.001
C 1.192 -0.884 -3.428 -0.006
P 0.603 -1.832 -1.973 -0.010
C -0.875 -2.731 -2.530 -0.003
C -1.585 -2.384 -3.675 -0.001
C -2.776 -3.030 -3.986 0.000
C -3.265 -4.026 -3.155 -0.001
C -2.571 -4.369 -2.001 0.000
C -1.389 -3.720 -1.686 -0.001
C 1.921 -3.087 -1.839 0.003
C 1.722 -4.454 -1.991 0.000
C 2.789 -5.335 -1.856 0.000
C 4.060 -4.858 -1.578 0.000
C 4.270 -3.491 -1.444 0.000
C 3.207 -2.615 -1.573 0.000
H 1.027 1.940 0.647 0.000
H 1.177 2.497 -2.495 -0.001
H 2.001 2.209 -4.583 0.000
H 2.461 0.920 -6.631 0.000
H 2.135 -1.542 -6.629 0.000
H 1.335 -2.669 -4.597 0.000
H -1.221 -1.604 -4.331 0.000
H -3.318 -2.751 -4.880 0.000
H -4.192 -4.530 -3.399 0.000
H -2.957 -5.128 -1.334 0.000
H -0.875 -3.977 -0.767 0.000
H 0.741 -4.845 -2.225 0.000
H 2.622 -6.398 -1.977 0.000
H 4.888 -5.548 -1.474 0.000
H 5.263 -3.108 -1.243 0.000
H 3.384 -1.549 -1.488 0.000
S 1.539 1.896 2.744 0.000
C 3.131 2.314 3.065 0.000
N 3.797 2.019 4.198 0.000
C 5.090 2.689 4.280 0.000
C 5.315 3.112 2.815 0.000
N 3.967 3.009 2.269 0.000
H 3.280 1.700 4.999 0.000
H 5.863 2.011 4.633 0.000
H 5.047 3.552 4.947 0.000
H 6.006 2.440 2.301 0.000
H 5.695 4.128 2.739 0.000
H 3.717 3.208 1.318 0.000
Te -1.994 1.469 2.199 -0.002
C -3.527 2.197 0.953 0.000
C -3.223 3.099 -0.065 0.000
C -4.229 3.607 -0.875 0.000
C -5.543 3.205 -0.681 0.000
C -5.851 2.300 0.325 0.000
C -4.846 1.796 1.142 0.000
C -2.091 3.074 3.548 0.000
C -2.780 2.935 4.748 0.000
C -2.872 4.011 5.623 0.000
C -2.279 5.222 5.302 0.000
C -1.585 5.360 4.107 0.000
C -1.485 4.287 3.234 0.000
H -2.195 3.407 -0.219 0.000
H -3.987 4.319 -1.655 0.000
H -6.330 3.605 -1.309 0.000
H -6.877 1.991 0.481 0.000
H -5.089 1.092 1.927 0.000
H -3.250 1.992 4.998 0.000
H -3.413 3.901 6.554 0.000
H -2.357 6.060 5.983 0.000
H -1.118 6.305 3.856 0.000
H -0.931 4.392 2.309 0.000

107
Properties=species:S:1:pos:R:3:lowdin_charge:R:1 method="wB97M-V/def2-TZVPD" charge=+1 total_energy_ha=-4568.7184 gap_ev=5.36
Zr -0.402 0.155 -0.073 1.572
C -0.512 -1.837 2.581 -0.112
N -1.451 -0.814 2.126 -0.129
C -2.742 -1.394 1.687 -0.120
C -2.838 -1.591 0.171 -0.169
N -2.653 -0.345 -0.611 -0.244
C -3.749 0.589 -0.243 -0.091
C -2.835 -0.638 -2.047 -0.279
C -4.071 -1.106 -2.485 -0.032
C -4.338 -1.297 -3.826 -0.065
C -3.370 -0.998 -4.773 -0.070
C -2.138 -0.550 -4.357 -0.104
C -1.842 -0.377 -3.000 -0.563
S -0.222 0.121 -2.612 0.747
C -1.706 0.120 3.228 -0.299
C -2.017 -0.329 4.506 -0.040
C -2.148 0.561 5.557 -0.080
C -2.018 1.922 5.327 -0.081
C -1.831 2.383 4.040 -0.102
C -1.682 1.496 2.976 -0.571
S -1.429 2.115 1.367 0.734
H 1.195 -1.297 1.577 0.117
H -0.540 -2.714 1.922 0.099
H -0.705 -2.167 3.612 0.144
H -3.542 -0.734 2.041 0.134
H -2.904 -2.373 2.154 0.147
H -3.836 -2.010 -0.025 0.137
H -2.101 -2.329 -0.157 0.081
H -4.682 0.044 -0.063 0.103
H -3.913 1.290 -1.061 0.097
H -3.500 1.152 0.659 0.021
H -4.853 -1.334 -1.773 0.111
H -5.303 -1.668 -4.128 0.107
H -3.573 -1.120 -5.826 0.110
H -1.360 -0.325 -5.071 0.102
H -2.144 -1.383 4.708 0.115
H -2.361 0.187 6.546 0.105
H -2.073 2.625 6.144 0.107
H -1.783 3.436 3.816 0.102
N 1.476 -0.038 4.462 0.117
C 1.962 -1.294 4.628 -0.197
C 2.666 -1.882 5.678 0.001
C 3.145 -3.168 5.499 -0.077
C 2.956 -3.873 4.314 -0.080
C 2.232 -3.306 3.273 -0.002
C 1.735 -2.042 3.462 -0.134
N 0.875 -1.274 2.567 0.024
C 0.944 0.115 3.124 -0.214
C 1.633 1.066 2.313 -0.352
C 2.513 2.028 2.776 -0.336
S 2.833 3.193 1.561 1.073
C 1.840 2.329 0.493 -0.526
N 1.266 1.257 0.988 -0.210
H 1.096 0.510 5.214 0.148
H 2.858 -1.339 6.591 0.114
H 3.696 -3.632 6.303 0.109
H 3.369 -4.864 4.202 0.103
H 2.059 -3.833 2.348 0.097
H 2.943 2.127 3.750 0.066
H 1.687 2.681 -0.510 0.044
N 3.434 -7.702 -2.552 0.125
C 2.723 -6.613 -2.154 -0.312
C 2.477 -6.359 -0.797 -0.010
C 1.756 -5.246 -0.421 -0.060
C 1.276 -4.369 -1.378 -0.313
C 1.511 -4.595 -2.726 -0.062
C 2.231 -5.706 -3.105 -0.013
S 0.216 -3.051 -0.828 0.687
O -0.504 -3.560 0.329 -0.348
O -0.666 -2.585 -1.869 -0.330
N 0.942 -1.660 -0.247 -0.249
C 2.001 -1.278 -1.004 -0.545
N 2.257 0.044 -1.048 0.039
C 3.335 0.419 -1.724 -0.104
C 4.142 -0.475 -2.409 -0.020
C 3.777 -1.809 -2.317 -0.080
N 2.738 -2.208 -1.608 0.133
H 3.630 -8.432 -1.889 0.105
H 3.432 -7.955 -3.524 0.104
H 2.842 -7.049 -0.050 0.115
H 1.527 -5.069 0.617 0.095
H 1.123 -3.902 -3.454 0.122
H 2.413 -5.898 -4.151 0.115
H 3.566 1.478 -1.703 0.116
H 5.004 -0.159 -2.970 0.107
H 4.331 -2.606 -2.796 0.123
S -1.630 6.095 -4.342 0.992
C -1.358 4.720 -3.235 -0.504
C -2.332 4.314 -2.343 -0.047
C -2.016 3.307 -1.443 -0.164
N -0.857 2.654 -1.427 -0.056
C 0.054 3.034 -2.328 -0.217
C -0.130 4.072 -3.219 -0.048
C -0.745 7.251 -3.283 -0.514
C -1.388 7.787 -2.180 -0.075
C -0.660 8.640 -1.363 -0.136
N 0.601 8.956 -1.584 0.065
C 1.196 8.455 -2.650 -0.138
C 0.570 7.594 -3.541 -0.078
H -3.305 4.776 -2.335 0.114
H -2.728 3.049 -0.674 0.054
H 0.970 2.458 -2.359 0.061
H 0.647 4.349 -3.913 0.114
H -2.416 7.550 -1.963 0.105
H -1.112 9.090 -0.490 0.110
H 2.225 8.753 -2.795 0.109
H 1.088 7.207 -4.403 0.104